{
  "formula": "C19H28NPTi",
  "method": "ωB97M-V/def2-TZVPD",
  "e_lumo_ev": [0.512, -0.131],
  "homo_ev": [-6.246, -8.049],
  "spin_multiplicity": 3,
  "total_energy_ha": -1986.1495,
  "elements": ["H", "C", "H", "H", "C", "H", "Ti", "C", "H", "H", "H", "C", "C", "C", "C", "C", "C", "H", "H", "C", "H", "C", "C", "H", "C", "H", "C", "H", "C", "C", "H", "C", "H", "H", "H", "H", "H", "N", "C", "H", "H", "H", "P", "H", "H", "H", "C", "H", "H", "H"],
  "coordinates": [[-3.530, -2.677, -0.905], [-0.374, 2.019, 2.364], [-2.826, -3.232, -2.445], [4.768, -1.664, 0.769], [0.963, 2.892, -2.365], [2.222, -3.082, -1.025], [0.088, -0.623, 0.787], [-2.593, -2.870, -1.438], [-2.503, 0.890, -1.731], [0.044, -2.022, -2.432], [3.919, -1.205, 2.276], [2.099, 2.352, -1.737], [3.102, 0.558, -0.205], [1.951, 1.260, -0.866], [0.656, 0.783, -0.625], [-1.245, 2.934, 2.989], [-1.968, 0.227, 2.798], [1.072, 3.737, -3.066], [-0.764, -0.523, -2.958], [-0.485, 1.307, -1.204], [-1.197, 2.761, -2.621], [-0.314, 2.366, -2.110], [-2.054, -0.708, -0.428], [3.626, -2.077, -1.527], [3.827, -1.759, 1.331], [-3.783, 0.801, 3.853], [-2.839, 1.145, 3.419], [3.097, 2.751, -1.950], [-0.756, 0.682, 2.264], [2.567, -2.058, -1.200], [1.960, -1.607, -1.993], [-0.936, -1.549, -2.609], [0.933, -1.331, 2.180], [-2.053, -3.670, -0.906], [-1.743, -1.175, 0.639], [-2.232, -0.831, 2.729], [3.661, -2.819, 1.558], [-1.785, -1.688, -1.460], [-2.484, 2.499, 3.476], [-3.162, -0.765, -0.259], [-0.958, 3.989, 3.102], [-3.182, 3.220, 3.917], [2.443, -1.101, 0.364], [3.472, 1.065, 0.702], [0.582, 2.352, 1.949], [-1.385, -2.105, -3.449], [-1.848, 0.777, -0.845], [0.319, -2.009, 1.836], [3.960, 0.380, -0.876], [-2.330, 1.403, -0.067]],
  "nbo_charge": [0.193, -0.259, 0.197, 0.233, -0.212, 0.235, 0.738, -0.390, 0.226, 0.168, 0.248, -0.212, -0.702, -0.035, -0.461, -0.212, -0.278, 0.214, 0.218, 0.056, 0.202, -0.239, -0.216, 0.228, -0.949, 0.204, -0.216, 0.205, -0.345, -0.945, 0.251, -0.393, 0.046, 0.179, 0.157, 0.195, 0.243, -0.486, -0.245, 0.225, 0.205, 0.208, 0.969, 0.238, 0.204, 0.194, -0.469, -0.089, 0.223, 0.251]
}